DFT (ωB97M-V/def2-TZVPD) results for a 2-piece molecular cluster, C4H13NO overall in a non-equilibrium geometry.

Last column: Löwdin charge in e.
Positions of all 19 atoms, in Å:
C  2.63198  1.00319  0.37852  -0.12
C  -2.48736  -1.17150  -0.34334  -0.06
H  -3.39689  -1.31931  -0.92980  0.09
C  0.20679  0.86314  0.88792  -0.60
H  1.25473  -0.30437  -0.75022  0.09
O  0.19957  1.27280  2.13697  -0.24
H  1.52532  -0.74830  0.92587  0.11
H  -0.15655  1.59089  0.11213  0.09
H  2.61122  2.00430  -0.09954  0.09
H  -0.67488  0.07929  0.74734  0.06
N  -1.38801  -0.70848  -1.20532  0.06
H  -2.70267  -0.41704  0.43992  0.11
H  -2.16130  -2.13571  0.10934  0.11
H  -0.55515  -0.34571  -0.54198  0.09
H  2.79608  1.13170  1.40785  0.05
C  1.40066  0.12377  0.27803  -0.29
H  -1.60725  0.08956  -1.79611  0.15
H  -0.98755  -1.45838  -1.76514  0.15
H  3.49126  0.45015  0.00755  0.06

Calculated values
F_max = 2.09 eV Å⁻¹
orbital gap = 6.01 eV
electronic energy = -7892.2829 eV
charge = 0
relative energy (zero: lowest compared OMol25 entry of this formula, charge and spin) = 4.378 eV